204
Properties=species:S:1:pos:R:3:mulliken_charge:R:1 method="wB97M-V/def2-TZVPD" multiplicity=1 homo_lumo_gap_ev=9.35 e_tot_ha=-5308.4860 charge=0 homo_energy_ev=-9.199
O 15.8651 -8.1622 29.7682 -0.66
S 14.5680 -8.3309 29.1605 1.01
O 14.4207 -8.5831 27.7441 -0.21
O 13.6506 -9.4234 30.0752 -0.42
C 12.5792 -10.0743 29.4284 0.48
C 11.9781 -10.9989 30.4052 -1.63
C 13.5938 -6.7832 29.5937 -0.72
H 12.9623 -10.7541 28.6674 0.12
H 11.7747 -9.3994 29.1360 0.22
H 11.6324 -10.4341 31.2710 0.37
H 12.7286 -11.6725 30.8188 0.35
H 11.1634 -11.5425 29.9268 0.41
H 13.7332 -6.4982 30.6365 0.38
H 12.5800 -6.9931 29.2525 0.34
H 13.8523 -5.9790 28.9049 0.01
O 12.8203 -10.5015 22.0439 -0.70
S 13.4320 -9.2687 22.6457 1.22
O 13.7446 -8.0411 21.8465 -0.28
O 12.5569 -8.7310 23.9716 0.12
C 12.1003 -9.6316 25.0327 -0.16
C 10.8758 -10.3991 24.4545 -1.48
C 14.8745 -9.8690 23.7235 -0.78
H 11.7530 -9.0269 25.8704 0.04
H 12.8986 -10.2550 25.4355 0.44
H 10.3827 -10.7230 25.3710 0.43
H 11.1311 -11.1834 23.7418 0.39
H 10.1750 -9.6919 24.0109 0.25
H 14.8310 -10.9306 23.9668 0.41
H 14.9555 -9.2463 24.6144 -0.04
H 15.7355 -9.7627 23.0635 0.40
O 18.2467 -7.3670 19.5871 -0.68
S 17.5144 -7.3008 20.8628 1.08
O 17.2674 -8.4415 21.7140 -0.48
O 18.3822 -6.1515 21.8074 -0.46
C 18.0154 -6.0163 23.1591 0.86
C 18.9855 -6.9297 23.9386 -0.70
C 15.9588 -6.3538 20.6035 0.69
H 16.9911 -6.3116 23.3863 -0.15
H 18.0982 -4.9868 23.5074 -0.17
H 18.9979 -6.6412 24.9897 -0.32
H 19.9706 -6.8778 23.4750 0.49
H 18.7139 -7.9852 23.9592 0.26
H 15.5356 -6.0506 21.5612 -0.36
H 15.2258 -6.8939 20.0042 0.48
H 16.1119 -5.5057 19.9361 -0.60
O 11.0048 -7.3174 17.6286 -0.66
S 12.1576 -6.5653 18.1366 1.19
O 13.4666 -7.1642 18.0325 -0.58
O 12.2028 -4.9823 17.5910 -0.15
C 10.9758 -4.3573 17.2798 -0.16
C 10.4722 -4.7526 15.8773 -1.34
C 11.9730 -6.2739 19.9492 0.26
H 11.1089 -3.2761 17.3186 0.40
H 10.1405 -4.5058 17.9641 0.21
H 11.1710 -4.3456 15.1466 0.30
H 9.5021 -4.2923 15.6901 0.40
H 10.3857 -5.8368 15.8042 0.36
H 12.9273 -5.9170 20.3366 -0.15
H 11.7460 -7.2488 20.3806 0.29
H 11.2203 -5.4867 19.9929 -0.34
C 18.1174 -3.2818 19.7002 -0.83
C 17.1470 -2.6088 20.4378 0.24
C 15.8146 -2.6402 19.9684 -0.62
C 15.5634 -3.2930 18.7510 -0.60
C 16.5373 -3.8444 17.9778 -0.62
C 17.8307 -3.8628 18.4798 -0.50
H 19.1545 -3.3299 19.9978 0.50
H 17.4426 -2.1527 21.3711 0.51
H 15.0473 -1.9997 20.3774 0.52
H 14.5568 -3.2772 18.3598 0.40
H 16.3280 -4.3090 17.0256 0.40
H 18.6115 -4.4140 17.9768 0.38
C 13.8782 -2.0014 29.7125 -0.04
C 15.0032 -1.2764 29.3656 -0.66
C 16.3042 -1.6419 29.7151 -0.64
C 16.4614 -2.6765 30.6251 -0.53
C 15.3724 -3.4830 30.9470 -0.62
C 14.0555 -3.1472 30.4765 -0.20
H 12.9084 -1.6420 29.4013 0.44
H 14.9913 -0.3495 28.8114 0.38
H 17.1659 -1.0328 29.4850 0.48
H 17.3860 -2.9114 31.1314 0.45
H 15.5825 -4.3533 31.5510 0.39
H 13.2495 -3.8105 30.7535 0.47
C 11.8195 1.1801 25.1514 -0.62
C 11.6636 0.4158 26.3360 -0.90
C 10.9844 -0.8022 26.2157 0.44
C 10.5317 -1.2855 24.9720 -0.35
C 10.7778 -0.5059 23.8305 0.00
C 11.3704 0.7490 23.8980 -0.96
H 12.3196 2.1365 25.1913 0.35
H 12.0410 0.7898 27.2763 0.56
H 10.6911 -1.3016 27.1273 0.38
H 9.8539 -2.1234 24.9021 0.25
H 10.2573 -0.8086 22.9340 0.39
H 11.3218 1.4060 23.0422 0.45
C 10.0055 -3.8964 21.5530 -0.77
C 9.5061 -3.0944 20.5705 -0.42
C 10.3085 -2.1474 19.9851 -0.85
C 11.6288 -2.0296 20.2961 -0.34
C 12.1353 -2.7735 21.3682 0.14
C 11.2918 -3.7146 22.0094 0.91
H 9.2691 -4.5429 22.0071 0.07
H 8.4531 -3.1229 20.3324 0.39
H 9.8995 -1.4128 19.3072 0.37
H 12.2804 -1.3330 19.7894 0.49
H 13.1326 -2.6634 21.7678 -0.20
H 11.6479 -4.2233 22.8930 0.21
C 10.6493 -5.1409 26.3404 -0.29
C 9.4054 -4.5223 26.1429 -0.33
C 8.5268 -5.0442 25.1962 -0.55
C 9.0520 -6.0046 24.3288 -0.97
C 10.3430 -6.5606 24.4630 -0.07
C 11.1084 -6.1897 25.5804 -0.60
H 11.3182 -4.6737 27.0481 0.52
H 9.0583 -3.7306 26.7903 0.29
H 7.5879 -4.5510 24.9921 0.38
H 8.4160 -6.1885 23.4755 0.37
H 10.6994 -7.2282 23.6925 0.68
H 12.1200 -6.5366 25.7306 0.41
C 19.4090 -9.4385 26.5048 -0.17
C 18.1913 -9.4154 27.1460 -0.29
C 17.2555 -10.3939 26.9498 0.02
C 17.6026 -11.4873 26.1400 -0.51
C 18.8075 -11.5356 25.4994 -0.51
C 19.8040 -10.5642 25.8145 -0.58
H 19.9955 -8.5562 26.7145 0.25
H 18.0414 -8.5286 27.7440 0.36
H 16.3831 -10.3924 27.5864 0.20
H 16.8921 -12.2871 25.9918 0.43
H 19.1878 -12.3826 24.9475 0.42
H 20.7753 -10.5732 25.3424 0.36
C 15.0736 -3.3517 25.8122 -0.62
C 15.5533 -4.3787 26.6397 -0.92
C 15.3422 -5.6917 26.2330 -0.13
C 14.7072 -5.9943 25.0207 -0.04
C 14.2760 -4.9682 24.1650 0.45
C 14.4639 -3.6585 24.5951 -0.59
H 15.0981 -2.3201 26.1309 0.78
H 15.9121 -4.1190 27.6247 0.48
H 15.6094 -6.5402 26.8455 0.59
H 14.4631 -7.0293 24.8322 -1.05
H 13.7409 -5.1727 23.2494 0.29
H 14.0837 -2.9249 23.8997 0.62
C 18.7135 -4.9013 29.1882 -1.83
C 19.1530 -5.7523 27.9809 0.87
C 19.8474 -4.8486 26.9292 -0.27
C 20.9658 -3.9270 27.4679 -0.78
C 21.3011 -2.7726 26.4898 -0.34
C 22.6920 -2.2163 26.8122 -1.40
H 18.2407 -3.9793 28.8498 0.34
H 19.5751 -4.5712 29.7685 0.45
H 18.0960 -5.4701 29.8834 0.54
H 19.8228 -6.5480 28.3072 0.57
H 18.2794 -6.2322 27.5396 -0.77
H 19.0240 -4.2835 26.4922 -0.21
H 20.2956 -5.3669 26.0815 0.65
H 20.7899 -3.4264 28.4200 0.29
H 21.7714 -4.6396 27.6446 0.36
H 21.2543 -3.0853 25.4466 0.38
H 20.4867 -2.0567 26.3783 0.17
H 23.5203 -2.9102 26.9550 0.34
H 22.9300 -1.5825 25.9579 0.40
H 22.6278 -1.4844 27.6173 0.33
C 17.7663 -1.7428 24.1969 -0.22
C 18.3595 -0.2898 24.1197 -1.04
C 18.6641 0.2634 22.6983 -0.80
C 19.8536 -0.4695 21.9579 -0.11
C 20.1676 0.2435 20.6413 -0.54
C 21.3255 -0.3851 19.9337 -1.19
H 16.7320 -1.7814 23.8551 0.12
H 17.6431 -2.0261 25.2422 0.61
H 18.4466 -2.3805 23.6324 -0.14
H 17.7488 0.4393 24.6522 0.45
H 19.2813 -0.3589 24.6974 0.17
H 18.7459 1.3503 22.6973 0.53
H 17.7740 0.1158 22.0866 0.25
H 20.7131 -0.5475 22.6237 0.52
H 19.6225 -1.5316 21.8766 -0.13
H 19.2961 0.2048 19.9878 0.26
H 20.3065 1.3202 20.7386 0.45
H 20.9219 -1.2850 19.4697 0.21
H 21.5340 0.3059 19.1169 0.38
H 22.2114 -0.6600 20.5062 0.33
C 10.4535 1.8163 30.0854 -0.91
C 9.0913 1.2990 30.6418 -0.65
C 8.6906 -0.0529 30.0132 -0.77
C 9.7255 -1.1870 30.2207 0.11
C 9.2544 -2.4809 29.4494 -0.61
C 10.2856 -3.6233 29.5443 -0.60
H 10.5482 1.7559 29.0012 0.13
H 11.2851 1.3114 30.5770 0.29
H 10.4322 2.8844 30.3019 0.40
H 9.2046 1.1848 31.7199 0.29
H 8.2684 1.9680 30.3900 0.39
H 8.5759 0.1144 28.9422 0.30
H 7.6964 -0.3446 30.3517 0.40
H 10.6594 -0.8562 29.7663 -0.40
H 9.9678 -1.3584 31.2695 0.52
H 8.3049 -2.8637 29.8236 0.49
H 9.0801 -2.1860 28.4147 0.10
H 10.5787 -3.6967 30.5916 0.49
H 9.8778 -4.6038 29.2985 0.47
H 11.1968 -3.4745 28.9649 -0.30